Entry 1:
ORCA calculation (ωB97M-V with the def2-TZVPD basis set) on a cluster of 2 separate species, C6H11N3O in total at a distorted geometry.

```
21
Properties=species:S:1:pos:R:3:nbo_charge:R:1
C 2.919 -1.296 -0.580 -0.6331
C 1.984 -0.212 -0.947 0.0819
C 0.553 0.734 -2.228 0.1673
C 1.710 0.986 -0.389 -0.1003
N 1.217 -0.363 -2.107 -0.4415
N 0.864 1.675 -1.256 -0.5600
H 0.089 1.185 -3.095 0.1927
H 2.398 -2.146 -0.142 0.2165
H 3.586 -0.918 0.165 0.2143
H 0.215 2.182 -0.674 0.4132
H 1.984 1.243 0.620 0.2222
H 3.514 -1.714 -1.389 0.2289
C -1.708 -0.763 0.439 -0.7219
C -2.049 -0.185 1.778 0.6687
O -1.315 0.440 2.514 -0.6144
N -3.333 -0.443 2.193 -0.8277
H -3.613 -0.154 3.112 0.4024
H -3.952 -0.993 1.632 0.3875
H -1.690 0.037 -0.297 0.2382
H -2.475 -1.458 0.090 0.2107
H -0.898 -1.492 0.436 0.2543
```

Spin multiplicity: 1
Total charge: 0
Energy above the lowest of the compared OMol25 structures with the same formula, charge and spin, kcal per mole: 23.4
HOMO-LUMO gap, eV: 9.4
E_LUMO, eV: 0.7
Maximum force, eV Å⁻¹: 2.5
HOMO energy, eV: -8.68
DFT total energy, a.u.: -474.72885

Entry 2:
ORCA calculation (ωB97M-V with the def2-TZVPD basis set) on an isolated molecule of C4H10N4 at a distorted geometry.

```
18
Properties=species:S:1:pos:R:3:nbo_charge:R:1
C -2.311 -0.351 -0.301 -0.0318
C 1.868 -1.187 0.274 -0.6736
C 0.171 0.631 -0.304 0.3882
C 1.599 0.252 -0.054 0.2486
N -0.164 1.938 -0.078 -0.7996
N -2.193 -1.574 0.329 -0.9182
N -0.683 -0.233 -0.748 -0.5875
N 2.567 1.077 -0.104 -0.5791
H -1.118 2.217 -0.233 0.4046
H 0.339 2.448 0.631 0.4025
H -0.687 -1.321 -0.427 0.4532
H -2.059 -1.434 1.331 0.3190
H 2.273 2.017 -0.372 0.3352
H -2.834 -0.382 -1.255 0.1734
H -2.563 0.553 0.267 0.1491
H 1.202 -1.544 1.062 0.2322
H 2.904 -1.296 0.585 0.2446
H 1.689 -1.812 -0.603 0.2392
```

Spin multiplicity: 1
Total charge: 0
Energy above the lowest of the compared OMol25 structures with the same formula, charge and spin, kcal per mole: 72.1
HOMO-LUMO gap (spin up / spin down), eV: 7.7 / 7.7
E_LUMO (spin up / spin down), eV: 0.0 / 0.0
Maximum force, eV Å⁻¹: 1.4
HOMO energy (spin up / spin down), eV: -7.68 / -7.68
DFT total energy, a.u.: -377.33190

Entry 3:
ORCA calculation (ωB97M-V with the def2-TZVPD basis set) on the ion C5H9N2O with charge +1 at a distorted geometry.

```
17
Properties=species:S:1:pos:R:3:nbo_charge:R:1
C -0.578 -1.487 -0.021 -0.1144
C 0.823 -1.437 0.106 -0.0004
C -0.038 0.696 -0.113 0.7226
C -2.435 0.221 -0.154 -0.4109
C 2.613 0.365 0.269 -0.3924
N -1.049 -0.133 -0.104 -0.3157
N 1.252 -0.143 0.072 -0.3265
O -0.054 1.976 0.010 -0.6264
H -1.275 -2.343 0.235 0.2672
H 1.400 -2.293 0.073 0.2500
H -2.627 1.176 0.027 0.2136
H -2.679 0.029 -1.191 0.2336
H -3.046 -0.502 0.468 0.2547
H 3.131 -0.571 0.409 0.2359
H 2.835 0.949 -0.697 0.2339
H 2.585 1.023 1.097 0.2306
H -0.859 2.474 -0.484 0.5444
```

Spin multiplicity: 1
Total charge: +1
Energy above the lowest of the compared OMol25 structures with the same formula, charge and spin, kcal per mole: 49.3
HOMO-LUMO gap, eV: 9.7
E_LUMO, eV: -3.4
Maximum force, eV Å⁻¹: 5.7
HOMO energy, eV: -13.09
DFT total energy, a.u.: -380.37319

Entry 4:
ORCA calculation (ωB97M-V with the def2-TZVPD basis set) on a structure of composition C25H37AlF4O6P at a distorted geometry.

```
74
Properties=species:S:1:pos:R:3:lowdin_charge:R:1
C -3.138 5.729 -4.222 -0.1411
C -3.283 4.427 -5.198 -0.2356
C -3.134 3.135 -4.253 -0.1878
C -1.963 2.120 -4.703 -0.1930
O -1.863 1.107 -3.664 -0.0887
C -0.547 0.980 -3.150 -0.1431
C 0.238 2.048 -2.627 0.0798
C 1.710 1.769 -2.024 -0.2657
O 2.654 2.568 -2.204 0.0467
C 1.842 0.368 -1.231 0.0278
C 2.732 0.202 0.053 -0.0658
C 3.614 1.387 0.656 -0.1828
O 2.973 2.675 0.673 -0.2018
C 1.929 2.746 1.676 -0.2291
C 2.573 3.474 2.970 -0.0866
C 2.694 -1.230 0.713 -0.2900
P 3.640 -1.676 2.310 0.9048
C 5.436 -1.081 2.241 -0.3486
C 2.657 -0.744 3.682 -0.4113
C 3.591 0.109 4.666 -0.1897
C 1.835 -2.404 0.116 -0.0154
C 0.968 -2.214 -1.158 -0.0713
C 0.100 -3.457 -1.666 -0.1630
O -1.302 -3.197 -1.445 -0.1571
C -1.670 -3.354 -0.058 -0.1538
C -1.951 -1.913 0.634 -0.1841
O -2.704 -2.137 1.874 -0.2024
C -3.136 -0.808 2.331 -0.2573
C -3.292 -0.909 3.925 -0.0929
C 0.982 -0.815 -1.818 0.0243
C 0.076 -0.513 -3.118 -0.1865
O -0.106 -1.333 -4.046 0.0798
H -3.753 6.624 -4.609 0.0691
H -2.032 5.997 -4.148 0.0709
H -3.570 5.493 -3.180 0.0723
H -2.560 4.457 -6.078 0.1050
H -4.381 4.456 -5.560 0.1036
H -4.123 2.540 -4.211 0.1238
H -2.913 3.421 -3.159 0.1058
H -2.368 1.578 -5.642 0.1392
H -0.982 2.630 -4.975 0.1313
H -0.168 3.111 -2.606 0.1258
H 3.894 1.074 1.734 0.0891
H 4.594 1.462 0.059 0.1491
H 1.532 1.722 1.988 0.1008
H 1.080 3.399 1.240 0.1346
H 2.006 3.171 3.912 0.0749
H 2.578 4.594 2.755 0.0754
H 3.672 3.174 3.145 0.0732
H 5.628 -0.096 2.806 0.0297
H 5.882 -1.067 1.175 0.0567
H 6.059 -1.875 2.808 0.0376
H 1.913 -0.024 3.167 0.0583
H 2.033 -1.532 4.243 0.0773
H 4.409 -0.493 5.185 0.0732
H 4.030 1.030 4.153 0.0446
H 2.905 0.505 5.510 0.0788
H 1.802 -3.423 0.628 0.0978
H 0.404 -4.378 -1.036 0.1355
H 0.316 -3.610 -2.787 0.1377
H -0.892 -3.877 0.593 0.1273
H -2.660 -3.948 0.082 0.1469
H -0.954 -1.384 0.892 0.1150
H -2.516 -1.191 -0.063 0.1312
H -4.106 -0.557 1.777 0.1274
H -2.268 -0.096 2.061 0.1114
H -4.294 -1.394 4.194 0.0803
H -2.424 -1.483 4.391 0.0800
H -3.256 0.159 4.334 0.0673
F -2.208 -6.538 0.609 -0.2492
Al -3.735 -7.445 0.658 0.0517
F -3.872 -8.288 2.213 -0.2605
F -3.761 -8.632 -0.662 -0.2602
F -5.096 -6.322 0.471 -0.2589
```

Spin multiplicity: 1
Total charge: -1
Energy above the lowest of the compared OMol25 structures with the same formula, charge and spin, kcal per mole: 132.0
HOMO-LUMO gap, eV: 7.4
E_LUMO, eV: 0.5
Maximum force, eV Å⁻¹: 4.4
HOMO energy, eV: -6.83
DFT total energy, a.u.: -2409.50280